No. 1
Molecular formula: C22H42F2I2N7O13P2
Method: DFT, the ωB97M-V functional and the def2-TZVPD basis

Bonds (Å) are listed after each position.
Positions of all 90 atoms, in Å:
1 H -0.2660 3.7790 -2.5262  O80 0.968
2 H 1.2026 5.7387 6.7479  C43 1.085
3 H -2.4157 1.6383 -3.4039  O5 0.971
4 O -2.1340 -2.8558 0.5237  C31 1.427, H85 0.964
5 O -1.9869 1.9859 -2.6054  H3 0.971, P14 1.590
6 C 0.6635 2.1367 -0.1931  C28 1.319, N51 1.449, I63 2.093
7 C 4.0113 -2.8663 -2.0964  N23 1.458, N42 1.449, N64 1.473, C72 1.546
8 H 2.8919 -0.7821 0.1347  C81 1.091
9 O 1.5885 5.5217 4.7231  C43 1.432, C83 1.356
10 O -1.2636 -0.0270 1.9726  P25 1.457
11 C -5.1138 3.8449 2.8465  O22 1.403, C38 1.517, H58 1.092, F59 1.362
12 O 0.3168 -2.0734 2.4694  H16 0.968, P25 1.591
13 O 1.1104 0.1500 3.0221  P25 1.603, H27 0.969
14 P -0.4400 1.6210 -2.6346  O5 1.590, N51 1.748, O67 1.455, O80 1.572
15 H -1.9394 -3.2342 -3.1324  C17 1.091
16 H 0.6892 -2.1402 3.3601  O12 0.968
17 C -0.9895 -3.4839 -3.6069  H15 1.091, C48 1.532, C73 1.543, C89 1.543
18 H 0.3721 -3.5108 0.4185  C74 1.092
19 F 4.1904 5.7676 6.9552  C62 1.348
20 H 0.6223 3.8205 2.4696  C53 1.094
21 H 3.0808 7.3120 6.3700  C62 1.091
22 O -5.9801 4.8649 3.2672  C11 1.403, C55 1.370
23 N 4.7156 -1.6650 -1.6639  C7 1.458, H40 1.014, H69 1.015
24 H 2.2642 -4.0256 -1.8476  C72 1.090
25 P 0.0890 -0.5659 2.0148  O10 1.457, O12 1.591, O13 1.603, N77 1.694
26 H 2.0639 -2.0936 0.9581  C81 1.087
27 H 0.8902 1.0873 3.1304  O13 0.969
28 C 0.0462 3.0159 0.5715  C6 1.319, C53 1.498, I75 2.082
29 H -5.1823 1.7715 3.5783  C38 1.086
30 H -1.5473 -5.5019 -2.9032  C89 1.092
31 C -1.5879 -3.9192 -0.2548  O4 1.427, H34 1.097, C74 1.519, H88 1.094
32 H 1.0874 -3.2496 -3.2280  C73 1.093
33 H 0.2696 -1.7286 -3.4518  C73 1.094
34 H -2.1669 -4.0662 -1.1751  C31 1.097
35 H 1.7740 4.1632 1.1726  C53 1.089
36 H -6.5255 2.2607 2.5030  C38 1.092
37 O -7.3975 5.0645 5.0173  C55 1.178
38 C -5.8379 2.5862 3.2861  C11 1.517, H29 1.086, H36 1.092, O76 1.425
39 H -0.1285 -3.0502 -5.5534  C48 1.094
40 H 4.1385 -0.8342 -1.7335  N23 1.014
41 H 0.2391 5.0317 1.2586  C53 1.089
42 N 4.9378 -3.9569 -1.8685  C7 1.449, H61 1.015, H68 1.014
43 C 1.9978 5.4030 6.0904  H2 1.085, O9 1.432, C62 1.519, H86 1.091
44 C 1.7372 -2.0257 -1.1822  H66 1.101, C70 1.554, C72 1.537, C81 1.521
45 H -1.4730 -1.9963 -5.1266  C48 1.093
46 H -2.3120 -2.0729 -1.7101  C50 1.086
47 H -3.4372 0.2729 -1.3799  N49 1.011
48 C -1.1068 -3.0241 -5.0640  C17 1.532, H39 1.094, H45 1.093, H56 1.092
49 N -2.6527 -0.1406 -0.8947  H47 1.011, C50 1.435, H65 1.014
50 C -1.9373 -1.0542 -1.7392  H46 1.086, N49 1.435, N57 1.479, H87 1.094
51 N 0.0125 1.1379 -1.0163  C6 1.449, P14 1.748, C90 1.354
52 H 3.5001 -1.7761 -3.7820  N64 1.016
53 C 0.7156 4.0635 1.4074  H20 1.094, C28 1.498, H35 1.089, H41 1.089
54 H 4.4048 -3.0734 -4.0862  N64 1.014
55 C -6.7330 4.3951 4.3109  O22 1.370, O37 1.178, O76 1.356
56 H -1.7933 -3.6610 -5.6248  C48 1.092
57 N -0.5568 -1.1564 -1.2186  C50 1.479, C70 1.519, C90 1.318
58 H -4.1318 3.9920 3.3014  C11 1.092
59 F -4.9615 3.9111 1.4943  C11 1.362
60 H 0.2823 -4.5011 -1.0200  C74 1.093
61 H 5.8684 -3.6581 -2.1408  N42 1.015
62 C 3.2497 6.2623 6.1256  F19 1.348, H21 1.091, C43 1.519, O79 1.417
63 I 2.7403 2.1609 -0.4539  C6 2.093
64 N 3.6325 -2.7474 -3.5153  C7 1.473, H52 1.016, H54 1.014
65 H -2.9810 -0.6029 -0.0544  N49 1.014
66 H 1.9779 -1.3018 -1.9763  C44 1.101
67 O -0.0527 0.5945 -3.5904  P14 1.455
68 H 4.6980 -4.7728 -2.4200  N42 1.014
69 H 5.0315 -1.7588 -0.7042  N23 1.015
70 C 0.2560 -2.4196 -1.4418  C44 1.554, N57 1.519, C73 1.553, C74 1.536
71 H -0.8442 -5.4643 -4.5097  C89 1.092
72 C 2.7236 -3.1975 -1.3080  C7 1.546, H24 1.090, C44 1.537, H84 1.094
73 C 0.1773 -2.7045 -2.9659  C17 1.543, H32 1.093, H33 1.094, C70 1.553
74 C -0.1302 -3.6062 -0.5465  H18 1.092, C31 1.519, H60 1.093, C70 1.536
75 I -2.0333 3.0852 0.6540  C28 2.082
76 O -6.5782 3.0513 4.4114  C38 1.425, C55 1.356
77 N 0.8563 -0.4153 0.5124  P25 1.694, C81 1.497, C90 1.414
78 H 0.1890 -5.2768 -3.1106  C89 1.092
79 O 3.7110 6.1740 4.7886  C62 1.417, C83 1.353
80 O 0.2856 3.0120 -2.7365  H1 0.968, P14 1.572
81 C 1.9657 -1.3576 0.1645  H8 1.091, H26 1.087, C44 1.521, N77 1.497
82 O 2.6734 5.9677 2.7988  C83 1.185
83 C 2.6614 5.8924 3.9817  O9 1.356, O79 1.353, O82 1.185
84 H 3.0143 -3.5821 -0.3262  C72 1.094
85 H -2.9070 -3.1756 1.0022  O4 0.964
86 H 2.2595 4.3654 6.3034  C43 1.091
87 H -1.9572 -0.7276 -2.7830  C50 1.094
88 H -1.6219 -4.8624 0.2986  C31 1.094
89 C -0.7894 -5.0113 -3.5172  C17 1.543, H30 1.092, H71 1.092, H78 1.092
90 C 0.0163 -0.1482 -0.5932  N51 1.354, N57 1.318, N77 1.414

Frontier orbital gap: 0.316 Eh
Total charge: +1
Energy: -3702.78054 a.u.



No. 2
Molecular formula: C4H11NS2
Method: DFT, the ωB97M-V functional and the def2-TZVPD basis

Bonds (Å) are listed after each position.
Positions of all 18 atoms, in Å:
1 S -0.1390 -1.3465 -0.2336  C13 1.851, S15 2.050
2 N -2.0195 0.8665 -1.8477  H3 1.002, H7 1.009, C16 1.443
3 H -2.9010 1.1646 -2.2202  N2 1.002
4 H 2.6455 0.3995 3.0413  C9 1.087
5 H -2.5261 -1.3202 -0.3387  C13 1.097
6 H 3.2520 1.0193 1.4755  C9 1.092
7 H -1.5749 0.0950 -2.3227  N2 1.009
8 H -2.0052 -0.6985 1.2168  C13 1.095
9 C 2.5959 0.2941 1.9604  H4 1.087, H6 1.092, C11 1.554, H12 1.088
10 H 0.3933 0.3336 1.9581  C11 1.095
11 C 1.2269 0.7473 1.3821  C9 1.554, H10 1.095, H14 1.098, S15 1.851
12 H 2.7974 -0.7036 1.5768  C9 1.088
13 C -1.8095 -0.6419 0.1406  S1 1.851, H5 1.097, H8 1.095, C16 1.519
14 H 1.0171 1.8245 1.4265  C11 1.098
15 S 1.0923 0.2834 -0.4052  S1 2.050, C11 1.851
16 C -2.0669 0.7496 -0.4101  N2 1.443, C13 1.519, H17 1.098, H18 1.111
17 H -2.9757 1.1769 0.0328  C16 1.098
18 H -1.3689 1.4739 0.0604  C16 1.111

Frontier orbital gap: 0.346 Eh
Total charge: 0
Energy: -1010.11678 a.u.
Energy above the lowest of the compared OMol25 structures with the same formula, charge and spin: 56.7 kJ/mol



No. 3
Molecular formula: C4H11N3O2
Method: DFT, the ωB97M-V functional and the def2-TZVPD basis

Bonds (Å) are listed after each position.
Positions of all 20 atoms, in Å:
1 C 3.0602 -0.7152 -0.0627  O12 1.354, C15 1.521, O17 1.198
2 H 2.9882 -0.7414 -2.2772  C15 1.083
3 H -3.4461 -0.7239 1.1634  C19 1.086
4 H 0.1117 2.3901 0.9646  N10 1.008
5 H 4.2679 -2.1668 -0.1955  O12 0.967
6 N -1.9619 1.3394 1.9114  H13 1.010, C16 1.279
7 N -2.0037 0.1996 -0.0589  C16 1.366, C19 1.444, H20 1.005
8 H -3.5957 -1.0248 -0.5089  C19 1.091
9 H -4.1063 0.5532 0.1148  C19 1.087
10 N -0.3129 1.7692 0.2932  H4 1.008, C16 1.377, H18 1.004
11 H 2.3249 -2.1794 -1.4650  C15 1.090
12 O 4.2195 -1.3250 0.2787  C1 1.354, H5 0.967
13 H -1.8877 2.2758 2.2828  N6 1.010
14 H 1.4713 -0.6421 -1.4281  C15 1.086
15 C 2.4559 -1.0994 -1.4047  C1 1.521, H2 1.083, H11 1.090, H14 1.086
16 C -1.4172 1.1052 0.7786  N6 1.279, N7 1.366, N10 1.377
17 O 2.4792 0.0018 0.7018  C1 1.198
18 H 0.3030 1.3357 -0.3708  N10 1.004
19 C -3.3572 -0.2305 0.2004  H3 1.086, N7 1.444, H8 1.091, H9 1.087
20 H -1.5930 -0.1215 -0.9179  N7 1.005

Frontier orbital gap: 0.311 Eh
Total charge: 0
Energy: -473.75696 a.u.
Energy above the lowest of the compared OMol25 structures with the same formula, charge and spin: 120.3 kJ/mol



No. 4
Molecular formula: C3H5N3
Method: DFT, the ωB97M-V functional and the def2-TZVPD basis

Bonds (Å) are listed after each position.
Positions of all 11 atoms, in Å:
1 H 1.1786 2.1141 -1.3490  C8 1.089
2 C 0.3332 -0.7042 -0.1371  N5 1.200, N9 1.242
3 H 2.0535 1.3477 -0.0028  C8 1.096
4 C -2.3120 -0.9750 0.5872  H7 1.068, N10 1.154
5 N 0.3987 0.3220 -0.7564  C2 1.200, C8 1.438
6 H 1.2142 -2.1165 0.2415  N9 1.027
7 H -2.4394 -1.9810 0.9219  C4 1.068
8 C 1.0626 1.5529 -0.4234  H1 1.089, H3 1.096, N5 1.438, H11 1.093
9 N 0.2411 -1.8241 0.3926  C2 1.242, H6 1.027
10 N -2.2146 0.1195 0.2351  C4 1.154
11 H 0.4840 2.1444 0.2905  C8 1.093

Frontier orbital gap: 0.395 Eh
Total charge: 0
Energy: -281.51038 a.u.
Energy above the lowest of the compared OMol25 structures with the same formula, charge and spin: 209.2 kJ/mol



No. 5
Molecular formula: C6H15ClO2PS
Method: DFT, the ωB97M-V functional and the def2-TZVPD basis

Bonds (Å) are listed after each position.
Positions of all 26 atoms, in Å:
1 S 2.8629 0.1636 -1.3862  Cl4 2.046, P16 2.127
2 C 0.9364 -2.5143 0.1381  H8 1.023, O13 1.461, C21 1.508, H24 1.028
3 H -0.1945 -0.8843 -2.4011  C7 1.078
4 Cl 3.7360 0.2190 0.4630  S1 2.046
5 C 0.6718 2.6266 0.2139  O11 1.499, H14 1.019, C19 1.545, H20 1.042
6 H 1.6018 -4.1429 1.3312  C21 1.018
7 C -0.3268 0.0506 -1.8814  H3 1.078, C10 1.516, P16 1.833, H25 1.098
8 H 0.2768 -2.9301 -0.5247  C2 1.023
9 H 1.2251 -2.8545 2.2097  C21 1.064
10 C -1.7091 -0.1249 -1.2855  C7 1.516, H12 1.136, H22 1.188, H23 1.187
11 O 0.5659 1.1654 0.5319  C5 1.499, P16 1.552
12 H -1.8945 0.7277 -0.5578  C10 1.136
13 O 0.7688 -1.1015 0.4689  C2 1.461, P16 1.567
14 H 0.2356 2.9145 -0.6612  C5 1.019
15 H 0.0295 4.4601 0.7926  C19 1.148
16 P 0.9154 0.0929 -0.5343  S1 2.127, C7 1.833, O11 1.552, O13 1.567
17 H -0.0187 -3.7891 1.3977  C21 1.001
18 H -0.9460 2.9880 1.5692  C19 1.137
19 C 0.0655 3.4636 1.3622  C5 1.545, H15 1.148, H18 1.137, H26 1.162
20 H 1.6449 2.9652 0.0581  C5 1.042
21 C 0.9040 -3.4022 1.3563  C2 1.508, H6 1.018, H9 1.064, H17 1.001
22 H -1.8480 -1.1287 -0.6654  C10 1.188
23 H -2.5064 -0.3134 -2.1440  C10 1.187
24 H 1.8789 -2.4457 -0.2664  C2 1.028
25 H -0.3655 1.0256 -2.3849  C7 1.098
26 H 0.8314 3.4465 2.2359  C19 1.162

Frontier orbital gap: 0.354 Eh
Total charge: +1
Energy: -1587.55148 a.u.



No. 6
Molecular formula: C5H9NO
Method: DFT, the ωB97M-V functional and the def2-TZVPD basis

Bonds (Å) are listed after each position.
Positions of all 16 atoms, in Å:
1 H 1.2790 -0.0675 -1.8578  C11 1.092
2 C -0.5730 -0.8531 -0.9806  N3 1.313, O9 1.330, C11 1.445
3 N -1.2899 -1.8609 -1.4220  C2 1.313, H5 1.021, H12 1.261
4 H -0.6450 0.4362 2.7045  C15 1.086
5 H -2.1911 -2.0889 -0.9991  N3 1.021
6 C 0.0294 0.7278 0.6343  O9 1.414, H13 1.086, C14 1.494, C15 1.487
7 H -0.2671 0.2226 -2.7640  C11 1.093
8 H -0.1224 2.1508 2.3297  C15 1.086
9 O -0.6956 -0.4321 0.2745  C2 1.330, C6 1.414
10 H 2.0705 1.2177 1.3664  C14 1.086
11 C 0.2722 -0.4298 -2.0730  H1 1.092, C2 1.445, H7 1.093
12 H -0.5518 -1.6880 -2.4299  N3 1.261
13 H 0.0303 1.4900 -0.1400  C6 1.086
14 C 1.2273 0.5482 1.5083  C6 1.494, H10 1.086, C15 1.510, H16 1.086
15 C -0.0611 1.0980 2.0719  H4 1.086, C6 1.487, H8 1.086, C14 1.510
16 H 1.4883 -0.4709 1.7768  C14 1.086

Frontier orbital gap: 0.334 Eh
Total charge: 0
Energy: -325.76452 a.u.
Energy above the lowest of the compared OMol25 structures with the same formula, charge and spin: 454.3 kJ/mol



No. 7
Molecular formula: C9H28FO9
Method: DFT, the ωB97M-V functional and the def2-TZVPD basis

Bonds (Å) are listed after each position.
Positions of all 47 atoms, in Å:
1 H -1.2724 -4.1724 3.2933  O23 0.960
2 C -0.6380 -2.3333 3.2012  O23 1.421, H25 1.090, C38 1.546, H43 1.090
3 O 0.8299 2.8802 0.9959  C16 1.409, H24 0.960
4 C -3.9616 0.4007 -0.8262  H10 1.090, H17 1.090, O20 1.448, C34 1.590
5 H 2.3788 2.7020 -0.8979  C47 1.090
6 H 3.2223 -3.8893 -0.8619  O29 0.960
7 H 1.5141 -2.1203 3.2386  C38 1.090
8 H 2.4114 3.9035 1.4944  C16 1.090
9 O -0.8543 2.7240 -2.0702  H13 0.960, C14 1.365
10 H -4.3604 0.2283 -1.8259  C4 1.090
11 H -2.3370 -0.7469 -1.4077  C34 1.090
12 H 2.5624 2.2224 2.0206  C16 1.090
13 H -0.6747 2.0987 -1.3642  O9 0.960
14 C -1.7734 3.5667 -1.5159  O9 1.365, H21 1.090, H40 1.090, H41 1.090
15 H 2.9385 -1.5576 -0.8691  C30 1.090
16 C 2.2221 2.8681 1.2111  O3 1.409, H8 1.090, H12 1.090, C47 1.536
17 H -3.4636 1.3505 -1.0209  C4 1.090
18 O 2.9494 0.9431 -0.0721  H19 0.960, C47 1.401
19 H 2.0333 0.6569 -0.0922  O18 0.960
20 O -4.9895 0.3374 0.1914  C4 1.448, H22 0.960
21 H -1.8948 3.4944 -0.4351  C14 1.090
22 H -5.6574 -0.3137 -0.0354  O20 0.960
23 O -0.4414 -3.7187 3.4517  H1 0.960, C2 1.421
24 H 0.7629 2.0317 0.5519  O3 0.960
25 H -1.4675 -2.0111 2.5717  C2 1.090
26 H 1.8714 -0.7066 -2.8987  C45 1.090
27 O -2.0746 -0.3631 0.6682  C34 1.427, H46 0.960
28 O 0.9616 -1.8031 1.3103  C38 1.441, H39 0.960
29 O 2.4874 -3.5243 -1.3602  H6 0.960, C30 1.399
30 C 2.7811 -2.2072 -1.7302  H15 1.090, O29 1.399, H44 1.090, C45 1.557
31 H 0.6646 -0.5978 2.9136  C38 1.090
32 F 0.3425 0.4252 -0.0967  no bonds
33 O 0.2963 -1.5437 -1.8166  H42 0.960, C45 1.443
34 C -2.8767 -0.7030 -0.4616  C4 1.590, H11 1.090, O27 1.427, H37 1.090
35 H 4.0072 2.5870 -0.0006  C47 1.090
36 H 1.2870 -2.3329 -3.3508  C45 1.090
37 H -3.2305 -1.6938 -0.1768  C34 1.090
38 C 0.6711 -1.6695 2.7150  C2 1.546, H7 1.090, O28 1.441, H31 1.090
39 H 0.5188 -1.0672 0.8814  O28 0.960
40 H -2.7752 3.4787 -1.9364  C14 1.090
41 H -1.4138 4.5362 -1.8605  C14 1.090
42 H 0.4001 -0.7468 -1.2915  O33 0.960
43 H -0.8265 -1.9672 4.2104  C2 1.090
44 H 3.5996 -2.2731 -2.4470  C30 1.090
45 C 1.5485 -1.6766 -2.5207  H26 1.090, C30 1.557, O33 1.443, H36 1.090
46 H -1.2245 -0.0400 0.3608  O27 0.960
47 C 2.9454 2.3435 -0.0386  H5 1.090, C16 1.536, O18 1.401, H35 1.090

Frontier orbital gap: 0.346 Eh
Total charge: -1
Energy: -1136.71920 a.u.
Energy above the lowest of the compared OMol25 structures with the same formula, charge and spin: 116.9 kJ/mol



No. 8
Molecular formula: C3H14NO2S
Method: DFT, the ωB97M-V functional and the def2-TZVPD basis

Bonds (Å) are listed after each position.
Positions of all 21 atoms, in Å:
1 C 0.1210 -1.0373 1.0127  C3 1.532, C9 1.529, N12 1.550, H17 1.094
2 H -0.7699 0.2934 -2.8935  O5 0.979
3 C -0.0268 -2.1554 -0.0235  C1 1.532, H13 1.095, H15 1.089, S16 1.758
4 H 0.1166 1.5574 -2.9419  O5 0.969
5 O -0.5613 1.1168 -2.4070  H2 0.979, H4 0.969
6 H -0.8504 -0.5221 3.0071  C9 1.086
7 H 2.2312 -2.1000 -0.4790  S16 1.359
8 H -1.8220 -0.3593 1.6226  C9 1.096
9 C -1.0154 -0.9766 2.0344  C1 1.529, H6 1.086, H8 1.096, H19 1.090
10 H 0.5334 3.8996 -1.1563  O18 0.963
11 H 0.2316 1.1464 0.8357  N12 1.028
12 N 0.0551 0.3149 0.2571  C1 1.550, H11 1.028, H14 1.014, H20 1.024
13 H -0.9958 -2.0091 -0.5126  C3 1.095
14 H 0.5550 0.3307 -0.6251  N12 1.014
15 H -0.0122 -3.0660 0.5728  C3 1.089
16 S 1.1624 -2.1257 -1.3176  C3 1.758, H7 1.359
17 H 1.1792 -0.9666 1.2791  C1 1.094
18 O 0.8224 3.7114 -0.2574  H10 0.963, H21 0.967
19 H -1.4870 -1.9554 2.1173  C9 1.090
20 H -0.9246 0.4727 0.0058  N12 1.024
21 H 1.4575 4.4301 -0.1309  O18 0.967

Frontier orbital gap: 0.385 Eh
Total charge: +1
Energy: -725.87972 a.u.
Energy above the lowest of the compared OMol25 structures with the same formula, charge and spin: 58.6 kJ/mol



- Among the records above, which one has the lowest energy?
  C22H42F2I2N7O13P2



- What is the frontier orbital gap in the third record?
  0.311 Eh